{"formula": "NO4PS", "method": "ωB97M-V/def2-TZVPD", "symbols": ["O", "O", "O", "N", "O", "P", "S"], "positions_angstrom": [[-1.900, -0.517, 1.264], [1.465, 1.391, -0.587], [1.573, -0.061, 1.474], [-2.240, 0.224, -1.193], [1.263, -1.117, -0.896], [1.154, 0.094, 0.012], [-1.314, -0.015, -0.075]], "forces_ev_per_angstrom": [[1.3, 0.8, -1.9], [-0.5, 2.0, -0.9], [-1.3, -0.1, -1.3], [1.0, 0.1, 0.2], [-0.5, 0.5, 0.7], [3.2, -2.6, 1.2], [-3.1, -0.7, 2.0]], "total_charge": -2, "spin_multiplicity": 1, "e_homo_ev": -0.832, "de_lowest_ev": 0.694, "total_energy_ha": -1095.3054}